# 1
108
Properties=species:S:1:pos:R:3 method="wB97M-V/def2-TZVPD" total_charge=+1 lumo_energy_ev=-2.9
C 3.4054 -3.0583 4.7146
C 3.7581 -4.0531 3.9167
C 3.1103 -4.3451 2.5456
C 3.3361 -5.8708 2.3605
F 2.5957 -6.4201 1.3930
F 3.0636 -6.5350 3.5009
F 4.6346 -6.0644 2.0768
N 1.7090 -3.9003 2.6557
C 0.6370 -4.9152 2.6942
C -0.0023 -5.3338 1.3884
C -1.0053 -6.2925 1.4678
C -1.6448 -6.7414 0.3291
C -1.3004 -6.2483 -0.9317
C -2.0212 -6.7296 -2.1576
C -0.3000 -5.2955 -1.0020
C 0.3399 -4.8435 0.1449
C 1.6008 -2.6687 2.0795
N 0.5288 -1.8918 2.1744
C -0.6186 -2.1621 3.0694
C -1.8954 -2.7859 2.4766
C -2.1312 -2.6474 0.9637
C -3.1217 -1.5339 0.6151
C -3.2896 -1.3670 -0.8878
C 0.3682 -0.5882 1.4956
C 0.4172 0.5792 2.4889
P 0.7477 2.2229 1.7891
O 2.1746 2.5494 1.8372
O -0.1415 3.1675 2.6985
C -1.5747 3.1715 2.5892
C -2.2017 3.2326 3.9696
O 0.0111 2.3023 0.3924
C 0.6935 1.8971 -0.8310
C 0.4199 2.9152 -1.9104
N 2.7581 -2.3037 1.4060
P 3.3486 -0.6432 1.2652
N 3.2189 -0.0440 -0.1555
C 3.7338 -3.4195 1.4496
I 3.8327 -4.2827 -0.5729
C 5.1886 -3.0891 1.8040
C 6.1197 -2.6233 0.6843
O 6.1218 -1.5017 0.2662
H 2.7092 -2.2754 4.4390
H 3.8336 -2.9930 5.7050
H 4.5737 -4.6942 4.2255
H -0.1496 -4.6157 3.3741
H 1.0475 -5.7947 3.1818
H -1.3019 -6.6887 2.4322
H -2.4330 -7.4781 0.4097
H -3.0935 -6.5625 -2.0388
H -1.7149 -6.1795 -3.0439
H -1.8840 -7.7983 -2.3097
H -0.0172 -4.8942 -1.9661
H 1.0959 -4.0811 0.0412
H -0.2411 -2.7226 3.9188
H -0.8808 -1.1991 3.4966
H -2.7290 -2.2848 2.9741
H -1.9992 -3.8298 2.7579
H -2.5098 -3.5924 0.5724
H -1.2028 -2.4481 0.4280
H -4.0737 -1.7375 1.1086
H -2.7526 -0.5955 1.0479
H -4.1041 -0.6856 -1.1247
H -2.3821 -0.9401 -1.3212
H -3.4638 -2.3310 -1.3643
H -0.6322 -0.5828 1.0684
H 1.0404 -0.4963 0.6455
H -0.5722 0.6708 2.9418
H 1.1118 0.4158 3.3108
H -1.9386 2.2936 2.0508
H -1.8724 4.0336 1.9946
H -2.3010 4.2536 4.3286
H -3.2073 2.8122 3.9232
H -1.6332 2.6398 4.6838
H 0.2789 0.9312 -1.1233
H 1.7603 1.8115 -0.6478
H -0.6290 2.9314 -2.2014
H 1.0179 2.6813 -2.7898
H 0.6846 3.9161 -1.5724
H 2.6396 -0.0409 2.3101
H 4.6599 -0.6202 1.7363
H 2.8562 -0.7040 -0.8339
H 5.6342 -3.9900 2.2190
H 5.2359 -2.3446 2.5977
H 6.8451 -3.3652 0.3179
C -3.9354 7.6510 -2.7382
O -3.9611 7.5473 -4.1445
C -3.2839 8.5826 -4.8448
C -1.9632 8.1248 -5.4231
N -0.9681 7.8830 -4.3890
C 0.2262 7.1562 -4.8086
C 0.0896 5.8116 -5.5142
O -0.3255 4.7324 -4.6951
C -1.7043 4.7104 -4.3856
H -4.7088 6.9885 -2.3523
H -2.9753 7.3412 -2.3079
H -4.1517 8.6715 -2.4092
H -3.1496 9.4571 -4.2003
H -3.9315 8.8747 -5.6748
H -1.5933 8.9078 -6.0930
H -2.1668 7.2376 -6.0369
H -1.3987 7.3944 -3.6169
H 0.8323 6.9944 -3.9138
H 0.8062 7.8132 -5.4654
H 1.0892 5.5370 -5.8577
H -0.5417 5.8689 -6.4094
H -2.3197 5.0134 -5.2364
H -1.9294 5.3493 -3.5263
H -1.9664 3.6876 -4.1137

# 2
111
Properties=species:S:1:pos:R:3 method="wB97M-V/def2-TZVPD" total_charge=+1 lumo_energy_ev=-4.5
C 5.3564 -1.2260 0.7591
C 4.9529 -0.2006 -0.2664
O 3.7862 -0.0220 -0.5492
N 5.9574 0.5601 -0.8619
C 6.6621 1.4930 0.0179
C 5.7214 2.3345 0.9120
C 5.8786 1.9706 2.3898
C 4.8808 2.6397 3.3832
C 3.7425 3.3719 2.7559
C 3.9474 4.5746 2.1043
C 2.8635 5.2640 1.5417
I 3.2804 7.0335 0.5388
N 1.6426 4.7462 1.6714
C 0.4431 5.4464 1.1178
C -0.8800 4.8817 1.6340
C -1.6151 4.0031 0.6011
C -3.1041 3.9109 0.9526
C -3.3657 2.8471 2.0078
O -3.0156 1.5530 1.4680
C -4.1056 0.7662 1.2055
C -4.2587 -0.4114 2.1155
O -4.8548 1.0374 0.3261
N 1.3948 3.5953 2.2681
C 2.3935 2.9334 2.7944
I 1.8211 1.1335 3.6959
H 5.2998 -2.2255 0.3392
H 4.6434 -1.1364 1.5732
H 6.3616 -1.0157 1.1131
H 5.5968 1.0219 -1.6869
H 7.3635 0.9517 0.6507
H 7.2427 2.1704 -0.5976
H 4.6886 2.2747 0.5739
H 6.0189 3.3798 0.7992
H 5.7663 0.8939 2.4847
H 6.8889 2.2264 2.6942
H 5.4007 3.3357 4.0404
H 4.5107 1.8632 4.0406
H 4.9307 5.0076 2.0251
H 0.4966 5.3147 0.0396
H 0.5012 6.5014 1.3531
H -1.5301 5.7405 1.7962
H -0.7987 4.3851 2.5950
H -1.5158 4.4970 -0.3626
H -1.2098 2.9940 0.6032
H -3.6746 3.6640 0.0602
H -3.4832 4.8730 1.3003
H -4.4216 2.8393 2.2656
H -2.7386 3.0158 2.8799
H -5.2860 -0.7499 2.1135
H -3.5795 -1.1910 1.7772
H -3.9514 -0.1178 3.1151
C -5.9014 -0.6490 -2.0411
C -6.4460 0.5487 -2.7845
O -7.0047 0.1895 -4.0589
C -8.2129 -0.3679 -4.0156
O -8.8703 -0.5661 -3.0271
O -8.5750 -0.6659 -5.2640
C -9.8324 -1.3384 -5.3668
H -5.1879 -1.1930 -2.6640
H -5.4067 -0.3174 -1.1254
H -6.6988 -1.3435 -1.7766
H -5.6401 1.2449 -3.0108
H -7.1878 1.0833 -2.1917
H -10.6158 -0.7831 -4.8563
H -9.7564 -2.3434 -4.9548
H -10.0641 -1.3999 -6.4260
C 3.9983 -7.8195 -1.5427
C 3.5496 -7.6835 -0.1040
O 3.6512 -6.3268 0.3627
C 2.6884 -5.5080 -0.0496
O 1.7486 -5.7977 -0.7406
O 2.9421 -4.2910 0.4445
C 2.0204 -3.2830 0.0199
H 5.0038 -7.4154 -1.6673
H 3.9997 -8.8674 -1.8406
H 3.3368 -7.2727 -2.2131
H 4.2009 -8.2614 0.5484
H 2.5328 -8.0489 0.0360
H 0.9946 -3.5843 0.2194
H 2.1571 -3.0781 -1.0408
H 2.2553 -2.3811 0.5787
C 2.3800 1.8877 -4.0525
C 2.7470 0.4818 -4.4796
O 3.0136 0.4063 -5.8845
C 4.2050 0.8736 -6.2565
O 5.0518 1.3173 -5.5213
O 4.2999 0.7618 -7.5772
C 5.5080 1.2894 -8.1337
H 1.5469 2.2609 -4.6495
H 2.0968 1.8981 -2.9991
H 3.2175 2.5707 -4.1938
H 1.9097 -0.1891 -4.2992
H 3.5997 0.1024 -3.9170
H 6.3813 0.8627 -7.6463
H 5.5201 2.3744 -8.0443
H 5.5094 1.0144 -9.1838
C -2.3441 -2.8011 5.4422
C -3.3405 -1.7326 5.0420
O -4.3933 -2.2649 4.2291
C -5.3344 -2.9478 4.8892
O -5.3752 -3.1216 6.0778
O -6.2170 -3.3930 3.9996
C -7.2561 -4.2077 4.5550
H -1.9686 -3.3195 4.5587
H -1.5034 -2.3589 5.9777
H -2.8050 -3.5479 6.0863
H -2.8493 -0.9796 4.4256
H -3.7562 -1.2250 5.9124
H -7.7544 -3.6981 5.3760
H -6.8465 -5.1569 4.8954
H -7.9676 -4.3878 3.7551

# 3
107
Properties=species:S:1:pos:R:3 method="wB97M-V/def2-TZVPD" total_charge=+1 lumo_energy_ev=-2.4
In -1.1440 0.4731 0.6395
Cl 1.4873 1.1817 3.8122
Si -0.4381 1.2746 3.0821
Cl -1.4044 0.1665 4.4923
Cl -1.0051 3.3099 3.1459
N 0.3479 2.6616 -1.5476
C -0.7877 2.4456 -2.1623
N -1.2706 3.3011 -3.0655
S -1.6393 0.9594 -1.9095
H 0.8761 3.5227 -1.6285
H 0.6930 1.9355 -0.9176
H -0.8822 4.2385 -3.0782
H -2.1581 3.1047 -3.5411
O -3.2024 -1.6546 1.6926
B -2.1033 -1.4855 0.8616
O -1.8238 -2.6245 0.1215
C -2.7982 -3.4889 0.4370
C -2.9498 -4.7400 -0.0594
C -4.0293 -5.4800 0.3915
C -4.8691 -4.9267 1.3934
C -4.6669 -3.6587 1.9026
C -3.6303 -2.9513 1.3700
H -2.3155 -5.0485 -0.8677
H -4.2107 -6.5056 0.1583
H -5.7395 -5.4918 1.7844
H -5.3041 -3.2620 2.7181
C 2.5159 4.4599 2.5101
C 2.2929 4.2763 1.0701
N 2.1062 4.0561 -0.0570
H 2.7091 3.5227 2.9662
H 1.6283 4.9477 2.9218
H 3.3865 5.1199 2.6893
C -2.4561 4.8276 0.0806
C -3.7085 4.0595 -0.3326
Sb -3.8621 2.2095 0.6978
C -5.7231 1.4834 -0.1169
C -6.0304 2.0542 -1.4869
C -4.5473 2.6707 2.6851
C -5.6497 1.7582 3.2002
H -2.3092 5.7598 -0.4548
H -1.5394 4.1963 0.0443
H -2.5382 5.1193 1.1935
H -3.6689 3.7834 -1.3800
H -4.6279 4.5567 -0.2330
H -6.4580 1.6030 0.6478
H -5.6359 0.3955 -0.1592
H -6.2388 3.1168 -1.5209
H -6.9894 1.6291 -1.7749
H -5.2601 1.8081 -2.2143
H -4.9302 3.6774 2.7197
H -3.6511 2.5846 3.2650
H -6.6411 2.0251 2.8702
H -5.6129 1.7747 4.2765
H -5.5081 0.6922 2.9702
O 1.0054 0.3245 -0.0870
P 1.9350 -0.8090 -0.5653
C 1.4907 -2.2685 0.5158
C 2.4233 -3.5130 0.4074
C 3.1335 -3.6997 1.7521
C 2.1339 -4.0054 2.8872
C 0.8593 -3.1822 2.7170
C 1.1859 -1.8913 1.9939
C 1.5066 -1.2373 -2.2779
C 2.1950 -2.4908 -2.8580
C 2.2250 -2.4730 -4.4093
C 0.9746 -1.8902 -4.9251
C 0.8521 -0.3818 -4.5514
C 1.6432 -0.0574 -3.2932
C 3.7383 -0.3024 -0.2516
C 3.8545 0.4487 1.0995
C 4.7622 1.7232 0.9282
C 6.0934 1.4410 0.2280
C 5.8213 0.6778 -1.0854
C 4.3312 0.5356 -1.3764
H 0.4984 -2.5301 0.1512
H 3.0618 -3.4377 -0.4835
H 1.8271 -4.4183 0.1558
H 3.6485 -2.8079 2.0216
H 3.8371 -4.5007 1.6640
H 2.5938 -3.7398 3.8379
H 1.8888 -5.0766 2.9812
H 0.4077 -3.0817 3.7009
H 0.1443 -3.7612 2.0732
H 2.0499 -1.3559 2.3917
H 0.3630 -1.1957 2.0552
H 0.4190 -1.4234 -2.2046
H 1.7749 -3.4312 -2.4045
H 3.2114 -2.4930 -2.4302
H 2.4186 -3.4393 -4.8250
H 3.1342 -1.8843 -4.7125
H 0.1164 -2.4318 -4.4821
H 0.9111 -2.0168 -6.0404
H -0.1716 -0.1248 -4.3368
H 1.1268 0.2776 -5.3976
H 1.3116 0.9141 -2.8629
H 2.7448 0.0357 -3.5176
H 4.2610 -1.2498 -0.1688
H 4.3868 -0.1754 1.8018
H 2.8811 0.7498 1.4477
H 4.9122 2.1218 1.9217
H 4.1854 2.4735 0.3554
H 6.7967 0.8502 0.8530
H 6.5819 2.4406 0.0613
H 6.2589 -0.3296 -1.0683
H 6.2602 1.1971 -1.9562
H 4.1862 -0.0175 -2.3029
H 3.7236 1.4886 -1.4314

# 4
105
Properties=species:S:1:pos:R:3 method="wB97M-V/def2-TZVPD" total_charge=+3 multiplicity=4 lumo_energy_ev="-8.0 / -9.5" de_lowest_kcal_mol=29.3
Tc -0.3557 0.0654 -0.0778
Br 0.0025 0.8448 2.3121
C -0.3110 2.7026 2.0008
C -0.3763 3.5583 3.0571
C -0.5384 4.9323 2.7891
C -0.5920 5.3720 1.4960
C -0.4925 4.4711 0.4076
C -0.4593 4.9361 -0.9290
C -0.2684 4.0548 -1.9530
C -0.1682 2.6724 -1.6983
C -0.2724 2.1375 -0.4284
C -0.3784 3.0771 0.6506
H -0.3003 3.2031 4.0772
H -0.6016 5.6305 3.6121
H -0.6946 6.4290 1.2859
H -0.5579 5.9967 -1.1238
H -0.2026 4.4119 -2.9726
H -0.0079 2.0303 -2.5528
C -1.6679 -3.1811 1.6363
P -0.5585 -2.6265 0.2977
C -1.3436 -3.4829 -1.1334
C 0.9269 -3.6758 0.6181
C 1.4680 -3.6736 2.0548
P 1.4540 -2.0323 2.9202
C 1.0070 -2.5281 4.6271
C 3.2432 -1.7047 3.1540
H -1.7222 -4.2708 1.6089
H -2.6678 -2.7799 1.4799
H -1.3031 -2.8633 2.6124
H -0.9055 -4.4717 -1.2706
H -1.2463 -2.9232 -2.0598
H -2.4049 -3.6167 -0.9229
H 1.7075 -3.3880 -0.0933
H 0.6327 -4.6933 0.3500
H 2.4879 -4.0626 2.0389
H 0.8895 -4.3675 2.6669
H 1.6130 -3.3659 4.9756
H -0.0466 -2.8017 4.6924
H 1.1731 -1.6794 5.2918
H 3.7411 -2.5583 3.6171
H 3.3687 -0.8378 3.8035
H 3.7282 -1.4900 2.2005
C -3.3490 1.5781 2.3891
N -3.0628 0.1270 2.2669
C -3.9399 -0.6489 3.1612
C -5.1690 -0.9347 2.3123
N -4.6198 -0.8542 0.9460
C -5.6043 -1.0551 -0.1300
C -3.3984 -0.2784 0.9620
N -2.5450 -0.0861 -0.0291
C -3.0267 -0.4116 -1.3794
C -2.1124 0.1701 -2.4178
N -0.7217 -0.2467 -2.1648
C 0.1248 -0.3307 -3.1788
N -0.0261 0.0323 -4.4638
C -1.2005 0.3360 -5.2953
C 1.2454 -0.0961 -5.1988
C 2.2363 -0.2375 -4.0587
N 1.4349 -0.8195 -2.9670
C 1.4188 -2.2986 -3.0011
H -4.4248 1.7808 2.3839
H -2.8905 2.1184 1.5645
H -2.9308 1.9379 3.3256
H -4.1554 -0.0860 4.0650
H -3.4411 -1.5734 3.4452
H -5.9769 -0.2111 2.4375
H -5.5715 -1.9312 2.4871
H -6.5385 -1.3329 0.3496
H -5.3324 -1.8602 -0.8070
H -5.7840 -0.1361 -0.6834
H -4.0066 0.0128 -1.5648
H -3.0922 -1.4958 -1.5008
H -2.1749 1.2603 -2.3929
H -2.4731 -0.1711 -3.3763
H -1.6403 1.3019 -5.0548
H -1.9484 -0.4497 -5.2432
H -0.8529 0.3748 -6.3240
H 1.4140 0.7982 -5.7952
H 1.2092 -0.9594 -5.8666
H 2.6039 0.7394 -3.7418
H 3.0860 -0.8701 -4.2995
H 0.8287 -2.7035 -3.8307
H 1.0172 -2.6906 -2.0689
H 2.4384 -2.6591 -3.1133
C 2.9943 2.2370 1.8671
N 2.6144 1.9225 0.4874
C 2.9022 2.9786 -0.4809
C 2.7860 0.6089 0.0487
N 1.7063 -0.1432 -0.1431
N 4.0023 0.1153 -0.1828
C 5.2443 0.8683 0.0213
C 4.1858 -1.2401 -0.6920
H 2.2872 2.9587 2.2779
H 3.9908 2.6820 1.9410
H 2.9725 1.3374 2.4804
H 2.6417 2.6439 -1.4842
H 3.9491 3.2975 -0.4734
H 2.2821 3.8441 -0.2446
H 1.9478 -1.0808 -0.4392
H 5.0799 1.7467 0.6272
H 5.6679 1.1646 -0.9385
H 5.9582 0.2284 0.5368
H 3.5969 -1.3897 -1.5939
H 3.9104 -1.9867 0.0589
H 5.2329 -1.3838 -0.9409